Entry 1:
{
  "formula": "C37H76Ag2N4O7Zn",
  "method": "ωB97M-V/def2-TZVPD",
  "species": ["Zn", "Ag", "Ag", "C", "O", "O", "O", "C", "C", "C", "C", "C", "C", "N", "O", "C", "C", "C", "H", "H", "H", "H", "H", "H", "H", "H", "H", "H", "H", "H", "H", "H", "H", "H", "H", "H", "H", "C", "C", "C", "C", "C", "C", "N", "O", "C", "C", "C", "H", "H", "H", "H", "H", "H", "H", "H", "H", "H", "H", "H", "H", "H", "H", "H", "H", "H", "H", "C", "C", "C", "C", "C", "C", "N", "O", "C", "C", "C", "H", "H", "H", "H", "H", "H", "H", "H", "H", "H", "H", "H", "H", "H", "H", "H", "H", "H", "H", "C", "C", "C", "C", "C", "C", "N", "O", "C", "C", "C", "H", "H", "H", "H", "H", "H", "H", "H", "H", "H", "H", "H", "H", "H", "H", "H", "H", "H", "H"],
  "positions_angstrom": [[-0.355631, 5.522112, 0.243329], [-0.106826, 4.467736, 6.079409], [4.414219, 2.286256, 0.569148], [-0.507026, 1.821982, 1.976258], [0.335690, 1.652453, 2.858325], [-1.419011, 2.709188, 2.058652], [-0.012150, 2.040802, 0.881922], [-5.681118, -0.767704, -3.864877], [-6.603815, -1.549676, -4.792585], [-7.883532, -0.691280, -4.944950], [-8.852835, -1.229529, -6.009399], [-8.132409, -1.201016, -7.371654], [-6.774320, -1.970481, -7.347831], [-5.987151, -1.607270, -6.134658], [-4.666507, -2.130148, -6.167835], [-7.239069, -3.462257, -7.437601], [-6.030691, -1.488991, -8.657164], [-6.953604, -2.895776, -4.053559], [-4.711341, -1.244868, -3.723613], [-6.223298, -0.666814, -2.924694], [-5.452873, 0.206402, -4.297464], [-8.492997, -0.807594, -4.048774], [-7.633311, 0.369552, -4.933696], [-9.789209, -0.689623, -6.150063], [-9.101988, -2.228167, -5.650567], [-7.880020, -0.173873, -7.635049], [-8.788630, -1.534266, -8.175655], [-7.984513, -3.632821, -6.660862], [-7.810846, -3.699242, -8.334827], [-6.405310, -4.154547, -7.320571], [-6.045471, -0.403238, -8.752191], [-5.006316, -1.835699, -8.793331], [-6.481762, -2.050935, -9.475002], [-6.106525, -3.581638, -4.040957], [-7.755665, -3.429207, -4.563701], [-7.377132, -2.590482, -3.096734], [-4.117041, -1.409519, -5.851014], [-8.099579, 0.345865, 5.517405], [-7.784123, 0.637870, 6.987896], [-8.899888, -0.102154, 7.902640], [-8.644422, -1.605426, 7.993174], [-7.184324, -1.967856, 8.398774], [-6.073577, -1.145607, 7.663341], [-6.462104, 0.265990, 7.551816], [-5.464144, 1.012035, 7.033794], [-4.780433, -1.179539, 8.449167], [-5.824013, -1.782721, 6.294182], [-8.054066, 2.144464, 7.241481], [-7.317271, 0.724902, 4.859826], [-9.077683, 0.723433, 5.219307], [-8.354768, -0.674322, 5.230698], [-8.798086, 0.356684, 8.886107], [-9.876059, 0.091180, 7.457867], [-8.990946, -2.146628, 7.112756], [-9.289378, -1.960489, 8.796948], [-7.091786, -3.021630, 8.135927], [-7.119202, -1.928375, 9.486114], [-5.037428, -0.755632, 9.419924], [-4.231155, -2.094801, 8.669789], [-4.001658, -0.609824, 7.942182], [-5.255533, -2.677785, 6.546734], [-6.737043, -2.131302, 5.811511], [-5.295419, -1.106109, 5.622698], [-9.069635, 2.523853, 7.128396], [-7.506677, 2.748902, 6.518218], [-7.736451, 2.429030, 8.244596], [-5.442895, 0.834202, 6.090642], [3.587354, 1.596171, -6.142629], [4.076872, 0.174324, -6.193241], [5.666937, 0.323342, -6.300190], [6.278205, -1.102313, -6.334083], [5.938600, -1.734248, -4.979530], [4.470454, -1.859088, -4.695839], [3.758012, -0.561489, -4.928915], [2.455666, -0.557500, -4.560534], [3.860712, -3.100334, -5.531958], [4.407082, -2.164865, -3.281719], [3.433783, -0.445985, -7.524302], [3.864091, 2.090632, -7.073769], [3.954824, 2.147334, -5.277015], [2.500094, 1.610951, -6.066753], [6.018187, 0.780331, -7.225339], [6.051096, 0.938680, -5.486634], [7.355736, -1.137858, -6.494579], [5.853173, -1.786761, -7.068234], [6.486711, -1.198600, -4.204444], [6.516226, -2.658610, -4.977777], [4.123998, -3.143118, -6.588817], [4.012417, -4.035693, -4.993274], [2.775900, -3.037419, -5.617593], [4.938320, -3.111259, -3.180613], [4.929553, -1.507071, -2.587145], [3.345559, -2.282631, -3.064030], [3.997779, -1.353402, -7.740149], [3.546269, 0.158383, -8.424414], [2.488259, -0.931718, -7.283148], [2.295399, 0.035586, -3.822859], [9.650730, 3.630982, 1.448365], [9.917805, 3.247373, 2.825983], [9.341588, 4.281918, 3.708853], [9.298117, 3.831050, 5.222511], [8.459122, 2.541100, 5.391196], [9.011760, 1.380859, 4.476832], [9.256019, 1.904875, 3.058769], [9.592157, 0.936129, 2.119132], [10.208805, 0.794763, 5.306614], [7.858044, 0.330936, 4.474475], [11.445174, 3.064562, 3.016778], [10.182419, 3.003903, 0.732713], [9.949160, 4.647105, 1.190407], [8.571517, 3.646941, 1.296172], [9.565128, 5.331204, 3.516184], [8.273416, 4.439119, 3.559203], [9.020163, 4.586940, 5.957003], [10.302482, 3.557510, 5.545837], [7.383110, 2.641685, 5.249217], [8.554941, 2.402091, 6.468035], [10.838760, 1.457869, 5.899544], [9.804536, 0.063155, 6.006197], [10.925235, 0.288806, 4.659441], [8.036919, -0.657730, 4.051815], [7.405955, 0.196575, 5.457157], [7.082053, 0.759172, 3.840013], [11.913388, 2.140179, 2.678582], [11.779500, 3.151767, 4.050568], [12.042800, 3.749844, 2.415683], [10.461712, 0.605515, 2.356174]],
  "forces_ev_per_a": [[0.0, 0.0, 0.0], [-0.1, -0.1, 0.0], [0.1, -0.1, 0.0], [2.3, 5.5, 2.9], [-0.4, -2.7, 2.1], [-2.0, -1.5, 0.1], [0.2, -1.2, -4.9], [0.3, 0.0, -0.3], [-0.3, 0.0, -0.1], [-1.2, -0.5, 0.7], [1.2, 0.5, -0.9], [0.5, 0.3, 0.9], [-0.5, 0.0, -1.3], [-0.6, 0.0, -0.5], [-1.1, -0.4, 0.0], [0.5, 0.1, 0.6], [0.2, -1.4, 0.7], [-0.3, 0.5, -1.4], [-0.2, -0.3, 0.3], [0.4, 0.2, 0.1], [-0.2, 0.2, 0.1], [0.4, 0.0, 0.6], [0.0, 0.0, -0.8], [0.1, 0.2, 0.6], [-0.2, -0.1, -0.5], [-0.2, 0.3, 0.3], [0.3, -0.4, 0.0], [0.3, -0.2, 0.2], [0.5, 0.3, -0.4], [-0.1, -0.1, 0.0], [-0.2, -0.2, -0.2], [0.2, 0.1, 0.8], [-0.6, 0.7, -0.2], [0.1, 0.2, 0.5], [0.0, 0.0, -0.1], [0.5, -0.4, 0.3], [0.1, 0.2, 0.0], [-0.2, -0.6, -0.4], [-2.6, -0.4, 1.6], [2.0, 0.1, -1.2], [0.1, 0.3, 0.7], [-0.7, 0.4, -0.7], [-0.7, -1.1, -0.4], [-2.5, -0.6, 1.3], [1.4, 1.4, -0.8], [0.6, 0.5, 0.9], [-0.3, -0.6, 0.3], [1.0, 0.3, -0.2], [-0.1, 0.1, -0.3], [0.2, 1.2, 0.2], [1.0, -0.6, 0.5], [-0.3, 0.0, 0.1], [0.0, 0.2, 0.2], [0.3, 0.2, -0.3], [-0.1, -0.3, 0.0], [0.5, -0.1, 0.0], [0.3, 0.4, 0.0], [0.5, 0.4, 0.1], [-0.9, -0.7, -0.3], [-0.2, 0.5, 0.2], [0.3, 0.0, -0.6], [0.0, 0.2, 0.0], [0.3, -0.3, -0.1], [-0.3, -0.8, -0.1], [0.4, 0.1, 0.1], [0.2, -0.1, 0.0], [0.2, 0.0, -0.7], [-1.0, 0.2, 0.4], [0.5, 0.3, -1.2], [-0.6, -2.1, -1.1], [-0.4, 0.3, 1.5], [2.1, 0.5, -1.4], [-0.7, -0.2, -2.3], [3.8, 0.9, -0.7], [-2.3, -0.9, -0.6], [-0.6, 1.1, 0.6], [-0.9, -1.6, 1.8], [1.6, -1.5, 1.6], [0.0, 0.1, 0.2], [0.3, 0.1, 0.0], [-0.2, 0.1, -0.1], [-0.8, 0.5, -0.2], [0.0, -0.3, 0.2], [0.0, 0.3, 0.0], [-0.1, 0.5, -0.4], [-0.4, 0.6, 0.3], [-0.8, -0.8, 0.2], [0.8, -0.1, 0.3], [0.5, 0.0, -0.3], [-0.2, 0.4, 0.4], [-0.4, -0.3, 0.4], [-0.3, 0.6, -0.3], [0.1, -0.2, 0.8], [0.4, 0.0, -0.2], [-0.6, 0.3, 0.3], [-0.6, 1.0, -0.3], [0.6, 0.2, 0.0], [-0.4, 0.7, -2.4], [1.9, -2.2, 0.7], [-2.2, 0.6, 3.2], [0.6, -0.2, -1.0], [0.7, 1.0, -0.7], [0.0, 0.2, 1.4], [-1.8, 1.0, 2.0], [-0.1, 0.1, 0.4], [0.2, -0.5, -1.0], [-0.1, 0.4, -1.0], [0.9, 0.4, 0.2], [-0.4, -0.2, -0.1], [0.3, 0.1, 0.4], [-0.1, -0.4, -0.3], [1.5, -0.2, 0.1], [-0.6, -0.8, -0.8], [-0.4, 0.3, -0.4], [0.2, 0.0, 0.0], [-0.1, 0.5, -0.5], [0.1, -1.2, 0.0], [-0.4, 0.6, -0.2], [0.0, -0.1, -0.1], [-0.1, -0.4, -0.1], [0.6, 0.1, 0.1], [0.4, 0.1, 0.2], [-0.2, 0.1, -0.1], [-0.8, -0.6, -0.1], [-0.2, 0.2, 0.0], [-0.3, 0.6, 0.2], [0.6, -0.2, 0.0]],
  "mulliken_charge": [0.053, 0.991, 0.959, 0.817, -0.486, -0.328, -0.279, -2.037, 1.414, -1.162, -0.606, -1.128, 1.004, 0.462, -0.458, -1.527, -1.627, -1.562, 0.460, 0.402, 0.492, 0.396, 0.427, 0.406, 0.282, 0.392, 0.439, 0.338, 0.435, 0.347, 0.391, 0.394, 0.392, 0.351, 0.363, 0.421, 0.338, -1.596, 1.437, -1.109, -0.627, -1.056, 1.573, 0.041, -0.430, -1.871, -1.675, -1.896, 0.318, 0.454, 0.328, 0.388, 0.428, 0.327, 0.384, 0.312, 0.414, 0.439, 0.374, 0.373, 0.532, 0.355, 0.231, 0.394, 0.374, 0.437, 0.347, -1.968, 1.228, -1.075, -0.710, -1.377, 1.752, 0.275, -0.472, -1.591, -2.034, -1.411, 0.419, 0.424, 0.425, 0.397, 0.384, 0.452, 0.289, 0.445, 0.439, 0.306, 0.396, 0.396, 0.430, 0.346, 0.513, 0.259, 0.415, 0.333, 0.320, -2.149, 1.973, -1.477, -0.805, -1.106, 1.547, 0.104, -0.432, -1.599, -1.897, -1.525, 0.390, 0.428, 0.436, 0.536, 0.394, 0.461, 0.244, 0.393, 0.382, 0.321, 0.461, 0.330, 0.313, 0.412, 0.477, 0.335, 0.294, 0.427, 0.358],
  "charge": 2,
  "homo_ev": -10.7838,
  "orbital_gap_ev": 1.381,
  "lumo_ev": -9.4
}

---

Entry 2:
{
  "formula": "C5H15NO2PS",
  "method": "ωB97M-V/def2-TZVPD",
  "species": ["C", "C", "C", "C", "C", "N", "O", "O", "P", "S", "H", "H", "H", "H", "H", "H", "H", "H", "H", "H", "H", "H", "H", "H", "H"],
  "positions_angstrom": [[-2.261610, -1.453087, -0.397783], [-0.439040, -3.104601, 0.274133], [-0.320134, 2.183404, -1.790931], [2.887877, 1.590402, 1.707469], [-0.896207, -1.718912, 0.093262], [-0.103257, -0.736865, 0.324501], [-0.592251, 1.845307, -0.438701], [2.593674, 0.520083, 0.823191], [3.519157, 0.112452, -0.462322], [2.554376, -1.402713, -1.173528], [-2.975644, -2.188896, -0.037236], [-2.254812, -1.522469, -1.487914], [-2.595572, -0.452126, -0.134273], [-0.300317, -3.553563, -0.711834], [-1.185766, -3.705019, 0.789730], [0.507850, -3.160986, 0.803441], [-1.216949, 2.557533, -2.284598], [0.010762, 1.272707, -2.285533], [0.469223, 2.934249, -1.857509], [3.081808, 2.512662, 1.162326], [3.750369, 1.350237, 2.327976], [2.008670, 1.708938, 2.338488], [0.878898, -0.898576, 0.551882], [-0.368655, 0.239347, 0.124290], [-0.913406, 2.634430, 0.014779]],
  "forces_ev_per_a": [[-0.4, 0.2, -0.1], [0.3, -0.4, 0.1], [0.1, 0.1, -0.4], [0.2, 0.5, 0.4], [0.1, 0.3, 0.2], [-0.1, -0.2, 0.1], [-0.2, 0.2, 0.5], [0.1, -0.6, -0.7], [-1.0, -0.6, 0.2], [0.9, 0.5, -0.1], [0.0, 0.0, 0.1], [0.0, -0.1, -0.1], [0.0, 0.0, 0.0], [0.0, 0.0, -0.1], [-0.1, 0.1, 0.0], [0.0, 0.0, 0.0], [0.0, 0.0, -0.1], [0.0, 0.0, -0.1], [0.0, 0.0, 0.0], [0.0, 0.0, 0.0], [0.0, 0.0, 0.0], [0.1, 0.1, 0.0], [-0.2, 0.0, 0.0], [0.0, 0.1, 0.1], [0.0, -0.2, 0.0]],
  "nbo_charge": [-0.700, -0.700, -0.254, -0.260, 0.498, -0.641, -0.763, -0.844, 1.029, -0.492, 0.259, 0.271, 0.251, 0.275, 0.264, 0.249, 0.189, 0.188, 0.185, 0.194, 0.202, 0.205, 0.445, 0.455, 0.497],
  "charge": 1,
  "homo_ev": -12.7713,
  "orbital_gap_ev": 8.640,
  "lumo_ev": -4.1
}

---

Entry 3:
{
  "formula": "C5H6O",
  "method": "ωB97M-V/def2-TZVPD",
  "species": ["C", "C", "C", "O", "C", "C", "H", "H", "H", "H", "H", "H"],
  "positions_angstrom": [[-1.815987, -0.119494, -0.325183], [-0.497950, 0.395563, 0.234736], [0.671390, 0.063129, -0.674006], [0.580577, -0.032796, -1.878018], [1.916467, -0.142174, 0.068910], [2.804027, -0.355083, 0.856579], [-2.665787, 0.349076, 0.176194], [-1.888355, -1.207083, -0.206475], [-1.884286, 0.111860, -1.388442], [-0.289576, 0.000983, 1.234523], [-0.507926, 1.490564, 0.335464], [3.577402, -0.554547, 1.565722]],
  "forces_ev_per_a": [[-0.1, 0.0, -0.1], [-0.1, 0.0, 0.0], [-0.1, 0.0, -0.3], [0.2, 0.0, 0.6], [0.5, -0.1, 0.4], [-0.4, 0.1, -0.3], [0.1, -0.1, 0.0], [0.0, 0.2, 0.0], [0.0, 0.0, 0.1], [0.0, 0.1, -0.1], [0.0, -0.1, -0.1], [0.0, 0.1, -0.2]],
  "nbo_charge": [-0.609, -0.490, 0.521, -0.496, -0.131, -0.146, 0.213, 0.210, 0.230, 0.223, 0.236, 0.239],
  "homo_ev": -10.3510,
  "orbital_gap_ev": 10.667,
  "smiles": "C#CC(=O)CC",
  "lumo_ev": 0.3
}

---

Entry 4:
{
  "formula": "C7H13NO2S",
  "method": "ωB97M-V/def2-TZVPD",
  "species": ["C", "C", "C", "C", "C", "C", "C", "N", "O", "O", "S", "H", "H", "H", "H", "H", "H", "H", "H", "H", "H", "H", "H", "H"],
  "positions_angstrom": [[1.404877, 0.511452, -1.590810], [0.447861, -0.034302, -1.151092], [0.074819, 1.421037, 1.344671], [1.499795, 1.608362, 1.688153], [-0.547978, 0.161499, 1.909789], [0.228500, -2.323754, -0.672013], [-1.546428, -1.048174, -1.644643], [-0.345006, -1.003694, -0.818689], [-0.129713, 3.164221, -0.652098], [-2.012648, 1.606161, -0.379967], [-0.645570, 1.913716, -0.171334], [2.223910, 1.046180, -2.088878], [1.735809, 1.780108, 2.772136], [1.821101, 2.624978, 1.349041], [2.291535, 0.938058, 1.418055], [-0.726606, 0.205607, 3.023231], [0.156279, -0.674767, 1.882228], [-1.477062, -0.036911, 1.279619], [0.762585, -2.724470, -1.499668], [0.997420, -2.360285, 0.160550], [-0.507459, -3.242474, -0.578277], [-2.353094, -1.599856, -1.143507], [-1.964728, -0.090666, -1.959275], [-1.388198, -1.842027, -2.477222]],
  "forces_ev_per_a": [[3.2, 2.3, -2.0], [1.0, -1.0, -0.7], [-1.7, -1.1, -0.9], [1.1, 3.6, 0.5], [-1.1, 0.0, -0.1], [0.3, -2.4, 2.0], [-1.1, -2.7, -1.1], [-3.0, -1.9, 0.3], [0.3, -0.2, -0.7], [-1.4, -0.7, -0.4], [2.8, 1.5, 4.5], [-1.0, -0.4, 0.8], [-1.2, -0.5, -0.4], [-0.1, -0.8, -0.3], [-0.1, -1.0, -0.8], [-0.3, 0.6, -1.1], [-0.1, -0.1, -0.6], [1.1, -0.2, 1.5], [0.8, 0.5, -1.5], [-1.2, 0.1, -0.6], [0.7, 2.5, 0.6], [0.1, 0.5, 0.6], [0.6, -0.2, -0.1], [0.1, 1.9, 0.4]],
  "nbo_charge": [-0.273, 0.101, -0.306, -0.692, -0.663, -0.414, -0.413, -0.498, -0.892, -0.898, 2.048, 0.260, 0.245, 0.239, 0.227, 0.230, 0.201, 0.247, 0.192, 0.214, 0.219, 0.203, 0.246, 0.179],
  "homo_ev": [-7.9623, -7.9616],
  "orbital_gap_ev": [7.414, 7.413],
  "lumo_ev": [-0.5, -0.5]
}

---

DFT total energy: -4273.07723; -1144.06943; -269.28132; -877.69990 (hartree)